38
Properties=species:S:1:pos:R:3:forces:R:3 method="wB97M-V/def2-TZVPD" relative_energy_kcal_mol=20.74 multiplicity=9 lumo_energy_ev="-0.111 / -3.078" homo_lumo_gap_ev="2.8 / 5.4" mol_weight_g_mol=392.1 homo_energy_ev="-2.9 / -8.5"
Fe -7.894989 -17.728917 7.483538 -1.5889 0.7477 -0.7343
S -8.760272 -16.145423 5.427195 -1.0291 1.7658 -0.5582
O -9.507460 -17.070322 6.367502 -0.9188 -0.6287 0.4378
O -7.392217 -16.619447 5.813859 2.1460 -0.5627 0.6199
O -9.057596 -16.294040 4.024304 0.1417 -1.3059 0.1075
O -8.978925 -14.752000 5.794608 0.1803 -0.0161 0.7948
C -8.341883 -20.480118 5.738177 0.9014 0.3432 -0.5023
O -7.879129 -19.437568 6.226506 0.1178 -0.6782 0.5504
N -8.028479 -21.719850 6.183114 0.1879 0.0043 0.4430
N -9.045788 -20.442411 4.605971 -0.6559 0.4814 -0.9057
H -8.367528 -22.530928 5.699442 -0.0972 -0.0510 0.2012
H -7.607363 -21.823964 7.091238 -0.1502 -0.0157 -0.0001
H -9.139379 -19.533393 4.170592 -0.0024 0.0550 0.1420
H -9.079379 -21.227982 3.979887 -0.1432 -0.0910 0.1621
C -5.267489 -19.334699 8.322556 -1.5225 2.5712 -0.8769
O -6.067333 -18.376677 8.229768 -0.3339 0.2205 0.3706
N -5.365987 -20.348303 7.450805 1.8548 -1.1896 1.1619
N -4.267503 -19.244883 9.216320 0.1466 -1.5140 -0.5750
H -6.019427 -20.354021 6.688089 -0.0733 0.5333 -0.0051
H -4.499100 -20.863858 7.405108 -0.4221 -0.4636 -0.5963
H -3.705685 -20.069564 9.344034 0.2617 0.3078 0.3665
H -4.134439 -18.423181 9.775959 -0.2545 0.0126 0.0087
C -10.330966 -18.492265 9.184311 -0.0633 -0.3340 -2.3837
O -9.217097 -18.742295 8.558714 1.6871 -0.1906 -1.0471
N -10.295138 -17.961535 10.434679 -0.5888 0.7213 2.2880
N -11.594994 -18.789563 8.723013 -1.0176 -0.5529 -0.0133
H -9.389039 -17.871284 10.923704 0.3932 -0.0829 0.5935
H -11.173186 -17.620430 10.860845 -0.0009 0.5008 0.3768
H -12.441065 -18.348116 9.096336 0.5507 0.0857 -0.2661
H -11.690975 -19.316866 7.864417 0.0605 0.0540 0.1555
C -7.984620 -14.986203 9.224367 -1.6889 -0.2251 -0.7100
O -7.952653 -16.097224 8.664950 1.0939 -1.1097 0.3820
N -8.409462 -13.945216 8.510346 -0.1632 1.4330 0.2021
N -7.818192 -14.795061 10.562025 0.5016 0.2061 -1.3319
H -8.586147 -13.059882 8.956461 0.2252 -0.0609 0.1262
H -8.827177 -14.025195 7.585036 0.4337 -0.8132 -0.3903
H -7.715980 -15.636570 11.112027 -0.3101 0.1232 0.3316
H -8.375294 -14.000120 10.828947 0.1406 -0.2810 1.0743